1.
The following is a quantum chemistry calculation of C27H34N4O7S in the gas phase, from OMol25.

```
73
Properties=species:S:1:pos:R:3
C 3.8641 5.3050 -0.0631
C 2.8258 4.2293 0.0291
C 3.1457 2.9107 -0.2785
C 2.1855 1.9180 -0.2103
C 0.9009 2.2538 0.1591
S -0.2611 0.9352 0.3892
O 0.0009 -0.2193 -0.4378
O -1.6371 1.3618 0.5020
N 0.2582 0.5251 1.9406
C 0.2255 -0.8750 2.3185
C 1.2629 -1.1305 3.4279
C 2.6022 -0.6781 2.9224
C 3.4112 -1.5407 2.1945
C 4.6020 -1.0968 1.6472
C 4.9933 0.2206 1.8131
C 4.1926 1.0880 2.5362
C 3.0061 0.6403 3.0881
C -1.2098 -1.1806 2.7680
O -1.8061 -0.3536 3.4364
N -1.7875 -2.3391 2.3788
C -1.1575 -3.3416 1.5518
C -1.3390 -2.9959 0.0624
C -2.5250 -2.0225 -0.0762
C -2.8809 -1.9452 -1.5437
O -3.8896 -2.4570 -2.0277
N -1.9613 -1.3182 -2.2895
C -2.0887 -1.1457 -3.7310
C -1.1198 -0.0908 -4.2541
C -1.6035 1.3463 -4.0367
C -1.5779 1.6792 -2.5566
N -2.7675 1.7262 -1.9389
O -0.5303 1.8980 -1.9667
C -1.8596 -2.4987 -4.4625
O -0.9817 -2.6588 -5.2629
O -2.7277 -3.4437 -4.1563
C -3.6689 -2.5075 0.8141
C -3.2381 -2.3911 2.2911
C 0.5544 3.5501 0.4733
C 1.5214 4.5374 0.4027
H 3.6623 6.1035 0.6466
H 4.8569 4.9041 0.1250
H 3.8600 5.7363 -1.0642
H 4.1550 2.6600 -0.5693
H 2.4135 0.8907 -0.4415
H -0.2631 1.0715 2.6182
H 0.5022 -1.4221 1.4179
H 0.9696 -0.5660 4.3138
H 1.2698 -2.1944 3.6721
H 3.1085 -2.5694 2.0557
H 5.2235 -1.7796 1.0863
H 5.9208 0.5680 1.3822
H 4.4915 2.1174 2.6693
H 2.3827 1.3199 3.6488
H -0.1058 -3.4479 1.8156
H -1.6551 -4.2882 1.7835
H -1.5378 -3.9049 -0.5085
H -0.4429 -2.5257 -0.3411
H -2.2141 -1.0240 0.2475
H -1.1567 -0.8997 -1.8277
H -3.1302 -0.8581 -3.9494
H -0.1536 -0.2207 -3.7631
H -0.9754 -0.2697 -5.3209
H -2.6041 1.4816 -4.4491
H -0.9154 2.0227 -4.5445
H -3.6120 1.4207 -2.3895
H -2.7276 1.7697 -0.9240
H -3.3680 -3.1584 -3.4457
H -3.9053 -3.5404 0.5542
H -4.5629 -1.9110 0.6365
H -3.6136 -1.4700 2.7392
H -3.6078 -3.2404 2.8734
H -0.4622 3.7708 0.7569
H 1.2633 5.5588 0.6420
```

## Properties
LUMO level in eV: 0.56
E in hartree: -2193.26406
Kohn-Sham gap in eV: 9.78
Structure (SMILES): Cc1ccc(S(=O)(=O)N[C@@H](Cc2ccccc2)C(=O)N2CCC(C(=O)N[C@@H](CCC(N)=O)C(=O)O)CC2)cc1
Maximum force in eV/Å: 1.37

Atom charges from the Mulliken analysis, given in e for atoms 1 to 4: C -1.611; C 1.193; C -1.017; C -0.855

2.
The following is a quantum chemistry calculation of a molecular structure, C27H34N7O2PS6Ti, from OMol25.

```
78
Properties=species:S:1:pos:R:3
Ti -0.3741 -0.2901 1.0987
C -1.5431 3.4719 2.9815
C -0.7922 2.3477 2.3529
N -1.2807 1.1122 2.3084
N -2.4997 0.8800 2.9111
C -2.8826 -0.3968 3.0705
N -4.1329 -0.5892 3.5446
S -1.8401 -1.6887 2.7542
C 0.4846 2.4821 1.7426
C 1.2926 3.6401 1.8355
C 2.5448 3.6475 1.2959
C 3.0360 2.4806 0.6610
C 2.2189 1.3885 0.6040
N 0.9570 1.3621 1.0873
H -1.7224 3.2773 4.0427
H -2.5153 3.5855 2.4922
H -1.0178 4.4176 2.8958
H -3.2019 1.6069 2.8110
H -4.8280 0.1273 3.3871
H -4.4818 -1.5325 3.4801
H 0.9208 4.5128 2.3518
H 3.1628 4.5321 1.3758
H 4.0337 2.4310 0.2506
H 2.5531 0.4666 0.1402
S -7.4322 -2.1523 1.8411
C -6.1485 -1.3394 1.1865
S -4.7626 -2.0805 0.5053
C -3.8208 -0.6470 0.1357
C -4.4027 0.5392 0.4431
S -3.9026 2.2251 0.3847
S -6.0177 0.3757 1.1219
S -2.2544 -1.0883 -0.5476
C -1.4415 3.5732 -3.7617
N -1.9446 2.1280 -3.8217
C -0.8327 1.2554 -4.4043
N 0.3601 1.3915 -3.6504
C 0.7749 2.7898 -3.5976
N -0.2383 3.6666 -3.0158
C -0.4501 3.3783 -1.5802
P -1.0488 1.6532 -1.2145
C -2.4002 1.6499 -2.4628
C 0.2183 0.8130 -2.3003
H -2.2454 4.1570 -3.3151
H -1.2811 3.8726 -4.7991
H -2.7497 2.0909 -4.4461
H -0.6938 1.5935 -5.4330
H -1.2045 0.2314 -4.3842
H 0.9897 3.1300 -4.6138
H 1.6822 2.8620 -2.9997
H -1.1869 4.0841 -1.1867
H 0.4849 3.5607 -1.0465
H -3.1990 2.3076 -2.1187
H -2.7980 0.6389 -2.5633
H -0.0465 -0.2432 -2.3845
H 1.1920 0.8584 -1.8118
C 5.1056 -6.2912 0.2942
C 4.1116 -5.1757 0.4603
C 3.3176 -4.7836 -0.6084
C 2.3873 -3.7587 -0.5037
C 1.5667 -3.4592 -1.7350
C 2.2597 -3.0971 0.7355
C 3.0264 -3.4974 1.8445
C 2.9363 -2.8983 3.2258
C 3.9459 -4.5299 1.6733
C 1.3345 -1.9416 0.8686
O 1.1158 -1.3817 1.9793
O 0.7187 -1.4660 -0.1461
H 5.7913 -6.0824 -0.5284
H 4.5994 -7.2305 0.0644
H 5.6948 -6.4407 1.1978
H 3.4158 -5.2987 -1.5578
H 1.7527 -4.2343 -2.4781
H 1.8310 -2.4952 -2.1710
H 0.5010 -3.4218 -1.5214
H 3.2656 -1.8587 3.2360
H 3.5699 -3.4728 3.8999
H 1.9197 -2.8949 3.6115
H 4.5415 -4.8375 2.5248
```

## Properties
LUMO level (spin up / spin down) in eV: -0.41 / -0.53
Multiplicity: 3
E in hartree: -5163.08867
⟨S²⟩: 2.0162
Kohn-Sham gap (spin up / spin down) in eV: 5.73 / 5.89
Maximum force in eV/Å: 1.80
ΔE to the lowest compared entry with this formula, charge and spin in eV: 0.9398

Atom charges from the Mulliken analysis, given in e for atoms 1 to 4: Ti -0.177; C -1.803; C 0.379; N 0.823

3.
The following is a quantum chemistry calculation of a molecular structure, C27H35AsBrN2O4Si2Zn, from OMol25.

```
73
Properties=species:S:1:pos:R:3
Zn -0.9580 0.3548 -1.2059
Br -3.7460 -1.2390 0.4366
C -2.2827 -2.3415 -0.0336
C -2.3429 -3.7043 0.1961
C -1.2339 -4.4595 -0.1582
C -0.1278 -3.8361 -0.7091
C -0.1716 -2.4686 -0.9157
N -1.2425 -1.7394 -0.5810
C 0.9884 -1.7283 -1.5997
O 1.9892 -2.3873 -1.8406
O 0.7484 -0.5078 -1.8717
H -3.2242 -4.1424 0.6398
H -1.2407 -5.5307 0.0028
H 0.7676 -4.3677 -0.9963
C -0.0365 0.3416 -5.0795
Si -1.8149 0.2529 -4.4845
C -2.9228 0.7372 -5.9357
C -2.1999 -1.5518 -4.0927
As -2.4230 1.5267 -2.6249
Si -1.0213 3.3797 -2.9334
C 0.8236 3.0774 -2.7906
C -1.3946 4.0794 -4.6514
C -1.5551 4.6750 -1.6860
H 0.1275 -0.3668 -5.8975
H 0.6491 0.0949 -4.2644
H 0.2067 1.3434 -5.4433
H -2.6969 0.1476 -6.8303
H -2.7939 1.7955 -6.1803
H -3.9736 0.5842 -5.6749
H -2.2100 -2.1665 -4.9980
H -3.1774 -1.6358 -3.6083
H -1.4493 -1.9647 -3.4145
H 1.1943 2.4811 -3.6263
H 1.0531 2.5349 -1.8692
H 1.3692 4.0255 -2.7637
H -1.0270 3.4271 -5.4481
H -0.9456 5.0688 -4.7874
H -2.4777 4.1739 -4.7709
H -1.1356 4.4453 -0.7025
H -2.6446 4.6764 -1.6010
H -1.2289 5.6764 -1.9834
C 0.9667 -1.1103 7.3685
C 0.5715 -1.6137 6.0004
C -0.0923 -2.8320 5.9024
C -0.4975 -3.3173 4.6689
C -0.2048 -2.5991 3.5257
C 0.4650 -1.3792 3.5978
N 0.6978 -0.7072 2.3810
C 1.8622 -0.0151 2.0602
C 3.1000 -0.5175 2.4730
C 4.2741 0.1352 2.1443
C 4.2405 1.3007 1.3894
C 3.0149 1.8082 0.9901
C 1.8227 1.1702 1.3123
C 0.5302 1.8107 0.8577
O 0.4711 3.0288 0.7932
O -0.4515 0.9989 0.5860
C 0.8397 -0.8601 4.8471
C 1.4786 0.5007 4.9451
H 0.7062 -1.8440 8.1310
H 0.4520 -0.1787 7.6121
H 2.0393 -0.9169 7.4337
H -0.2967 -3.4007 6.8028
H -1.0175 -4.2656 4.5981
H -0.4702 -2.9764 2.5483
H -0.1158 -0.3740 1.8734
H 3.1206 -1.4360 3.0487
H 5.2219 -0.2775 2.4698
H 5.1594 1.8018 1.1127
H 2.9557 2.7260 0.4196
H 2.5493 0.4621 4.7278
H 1.3518 0.9288 5.9365
H 1.0373 1.1873 4.2215
```

## Properties
Net charge: -1
LUMO level in eV: 2.33
E in hartree: -8628.74803
Kohn-Sham gap in eV: 7.49
Maximum force in eV/Å: 0.47
ΔE to the lowest compared entry with this formula, charge and spin in eV: 0.0156

Atom charges from the Mulliken analysis, given in e for atoms 1 to 4: Zn 1.416; Br -0.102; C -0.367; C -0.516